No. 1
80
Properties=species:S:1:pos:R:3:forces:R:3 method="wB97M-V/def2-TZVPD" charge=+1 lumo_ev=-4.61 max_force_ev_per_a=3.3 relative_energy_kj_mol=225.1 molar_mass_g_mol=773.71
H -2.2451 -1.6192 -0.1020 0.1078 0.1059 0.3551
H 1.4249 2.2705 1.9941 0.3445 -0.0319 0.3583
H -2.5211 -0.7649 5.7671 0.0927 0.1738 -0.3929
C 1.1118 1.4731 4.3132 -0.4235 0.0776 -0.2091
H -0.5999 -1.6261 -1.8373 -0.0250 0.2610 0.6175
C 2.2921 -3.1514 0.4028 0.4467 -0.1119 -0.1346
C 2.1686 2.3750 -1.4488 0.1141 -0.2621 0.6228
H -4.1601 -4.2818 1.3050 -0.0695 -0.1746 -1.1671
C -0.1020 3.1846 -1.6802 0.7935 -0.7933 0.1716
O 4.3142 5.1589 -0.7714 -0.5061 -0.0921 0.4289
Ba -2.3242 2.2248 3.5428 0.6583 -0.6921 -0.2790
H 1.1074 -1.5750 -0.4266 -0.1191 0.0685 0.1441
N 4.0094 4.0046 -1.0036 1.3751 -0.3090 -1.1349
C 4.1630 -2.4823 1.7327 0.5295 0.0316 0.6264
O 0.3085 2.5299 3.7293 -0.7365 -0.0685 -0.2720
C -3.2547 -3.6974 1.1353 1.2789 -0.8793 1.3114
H -3.4533 0.4762 -1.9232 -0.3280 0.0223 0.0175
C -1.7555 -2.5751 -0.2863 -1.0768 -0.5499 -0.5159
F -1.6432 0.7411 -0.5171 0.0180 0.2632 0.1874
H -3.4604 -2.7710 1.6861 0.3121 0.4762 -0.6007
H 2.2043 0.1892 0.8879 0.3883 0.1140 -0.0791
C -2.2934 0.2456 -3.6674 1.2940 -0.2242 0.8690
H -1.0023 -1.3604 6.3663 0.5100 0.1115 -0.6700
N -0.8505 -0.4233 -5.5656 -1.4705 0.0670 0.2540
C -3.5091 0.2936 -2.9853 0.7440 -0.0481 -1.1436
C 2.6045 -0.8117 0.9127 -0.1800 -0.6133 0.0706
C 0.4071 -3.5604 -3.1138 -1.1564 1.6895 0.3847
H -5.4365 -0.3772 -5.7258 -0.3929 -0.0225 0.4619
C 0.8102 2.1335 -1.6106 0.5598 0.3081 -0.2106
H 3.6941 -4.5386 1.2209 0.2534 0.0423 0.0528
O 0.0711 -0.5139 -4.7976 0.8465 0.0930 0.4896
O -0.8226 -0.6577 -6.7419 0.2766 -0.0670 -0.9151
H 2.8086 1.5069 -1.3663 0.3849 0.2884 -0.0753
O 5.2588 -0.3735 3.1788 0.2159 -0.4665 0.1296
H -1.6540 0.0747 7.0349 0.0369 0.3171 -0.1890
H 1.1025 -4.3880 -3.0941 0.0038 -0.0469 -0.2014
C 1.9320 -1.8150 0.2302 -0.0545 -0.3627 0.1550
C -2.1730 -0.0914 -4.9969 -1.8890 0.2254 0.6680
H -3.2991 -0.6310 -6.7073 -0.2297 0.3516 -0.1074
H -0.2399 -3.4971 -3.9965 0.1483 -0.6390 -0.2051
H 1.3199 0.7423 3.5287 -0.1273 -0.1211 0.0593
F -2.1962 0.1780 1.5891 -0.0854 0.8097 1.3220
H 5.0852 -2.6545 2.2735 -0.0964 -0.2229 0.0388
H -2.4792 -4.2467 1.6932 -0.2209 0.2232 0.5920
F -0.0153 0.7544 1.0693 -0.3853 0.2858 0.6237
H 0.8971 -0.0256 5.8126 0.4423 0.2842 0.1158
H 1.7324 -3.9544 -0.0600 -0.1824 0.1993 -0.1556
O 4.0549 1.0603 2.1656 -0.4785 0.0015 -0.2237
H -1.1319 2.8544 -1.6939 -0.2401 0.7015 -0.2631
C -4.6052 -0.1954 -5.0594 -0.0461 0.1079 -0.0884
H 0.3510 1.5726 6.3323 -0.5434 0.0248 0.0021
N 4.3922 -0.0920 2.3827 0.5048 0.2770 0.4535
C -1.2370 -2.5186 -1.6927 1.9236 0.1656 -1.3949
F -1.6866 2.3562 1.0692 -0.3059 1.1149 0.9675
O 4.8342 3.1258 -1.2097 -0.5883 -0.0038 0.4700
H 0.5481 1.0860 -1.6469 -0.4957 0.1088 -0.1328
H -1.8969 -2.3761 -2.5573 -0.9603 -0.3609 0.5968
C 0.3649 0.8743 5.4913 0.8120 -0.8803 -0.2116
C -1.5252 -0.4439 6.0757 -0.7986 -0.5207 1.5680
H -0.3453 5.2903 -1.4838 0.1454 0.2426 -0.5273
C 0.3822 4.4986 -1.6098 -1.1408 -0.8151 0.8868
H -0.9578 -2.7928 0.4270 0.3271 0.4012 -0.0390
H 0.3563 3.5401 1.7931 -0.8995 -0.0199 0.7261
O -2.7101 -3.6254 -0.1602 -1.2763 0.5681 -0.4501
H 2.0650 1.9039 4.6241 -0.0108 -0.0894 0.2162
C -4.6852 0.0485 -3.6870 0.7179 0.3383 0.8321
H -5.5303 0.0613 -3.0101 -0.7059 -0.1621 -0.8839
O -0.3979 -3.6256 -1.9479 0.0891 -1.0264 0.7104
H -1.3616 0.3373 -3.1168 -0.1663 0.1742 0.1116
C 1.7156 4.7415 -1.3623 0.1764 -0.0730 0.2370
C 2.6056 3.6698 -1.2386 -0.8005 0.7874 -0.4882
H 2.0259 5.7638 -1.2069 0.3199 -0.0877 -0.0269
H 1.6993 3.8291 2.8498 0.1211 -0.2451 0.2899
C 3.4289 -3.4959 1.1325 -0.4437 0.5978 -0.0897
C 3.7095 -1.1776 1.6825 -0.8849 0.4539 -1.0038
B -1.3471 1.0218 0.8112 0.3761 -2.1631 -2.5223
C -3.3772 -0.2572 -5.6926 1.3127 -0.8418 -0.5488
O -0.9253 0.3698 5.1000 -0.1570 1.1015 -0.6058
C 0.9653 3.0719 2.5722 1.0755 0.3002 -1.0156
H 0.8848 -2.5695 -3.1145 0.6206 -0.2692 -0.0214

---

No. 2
86
Properties=species:S:1:pos:R:3:forces:R:3 method="wB97M-V/def2-TZVPD" charge=+1 lumo_ev=-4.27 max_force_ev_per_a=2.9 molar_mass_g_mol=753.84
O -3.9817 -1.6468 -3.0236 -0.2453 0.1425 -0.0024
C -2.0008 -6.6429 -2.7750 -0.0900 -0.2070 0.0021
O 1.0044 0.5108 -0.2054 -0.4951 -0.3403 -0.1180
H -0.3290 -3.1261 3.8928 0.1037 0.1248 -0.1593
C 3.2711 0.6420 -1.0005 -0.3986 -1.1648 -1.0267
O 0.4862 0.6083 -4.8019 -0.0821 -0.2157 -0.0010
O 1.8756 -0.7324 -5.9666 0.0510 -0.0030 0.0477
H -3.0258 -4.1279 -2.0997 0.0138 -0.0296 0.0034
C 4.8347 2.1406 -0.0029 0.5277 0.4608 0.3184
O 5.3196 4.2808 4.5578 -0.2303 -0.2028 -0.0650
H 5.3220 1.4778 4.7247 0.0041 0.0549 -0.0295
H -1.0070 -4.5636 -4.3650 -0.0267 0.0036 0.0079
C -1.7268 -0.8787 0.3565 -0.5552 0.6289 -0.8249
O -2.2295 0.2565 -0.1264 -0.2267 -0.1784 1.3172
C 4.8028 2.1976 5.3613 0.0793 -0.3147 0.1697
C 0.6042 -2.6901 3.5284 1.1259 -0.1326 0.2543
C 0.7329 -2.8348 2.0061 0.0417 -0.1547 0.7255
H 1.8940 -3.0389 5.1961 0.1588 -0.4321 -0.0587
C 4.1086 3.9137 4.0808 -0.0081 0.2235 0.1578
H -2.4515 0.4907 2.7533 -0.2768 -0.1591 0.2609
O -3.5396 2.1266 0.6967 0.6835 -0.3852 -0.3056
C 2.2900 1.0702 -0.1402 0.0870 0.2683 0.3435
H 0.6015 -3.9015 1.7944 -0.1883 0.2561 -0.2000
H 1.3499 -0.2244 1.6482 -0.4826 -0.2794 0.0842
H 4.0341 3.3549 1.6047 0.0643 -0.1181 -0.3157
C 0.5063 0.1571 1.0587 1.6564 0.8898 -0.1096
C 3.8569 2.5844 0.8612 0.1517 0.2011 0.1495
H -1.3858 1.2236 -5.3997 0.0061 -0.0489 -0.0212
H -3.2910 -3.9976 -3.8501 -0.1161 -0.1704 -0.0074
H -3.8966 -1.5951 -0.9449 -0.2432 0.0950 -0.5606
O -3.1627 0.2772 2.1322 0.8983 0.1876 -0.6213
N -0.3644 -2.1550 1.2942 0.7547 -0.7924 -0.1383
C -0.5061 4.4536 1.8770 0.0648 0.4115 0.1933
C 4.5407 1.1580 -0.9243 0.8198 0.3289 -0.0967
C -0.4024 5.2332 -0.2386 0.1381 0.1847 -0.1411
O -3.1119 -5.9275 -3.0971 0.3658 0.0363 0.0697
H -1.9116 3.6802 -0.4118 0.0069 0.0422 0.0129
C -1.2829 -0.8480 -4.7425 -0.4156 -0.1334 -0.0185
H 1.8559 2.4351 1.4809 -0.1272 -0.1098 -0.0587
B -2.9873 0.9140 0.9010 -0.4122 0.3219 0.6800
H 5.8245 2.5850 0.0548 -0.0807 -0.1854 -0.0958
H 3.0573 -0.1098 -1.7581 -0.1172 0.0741 0.1793
H 0.6455 5.3584 -0.5161 0.0066 -0.0157 0.0900
Cl 0.6165 -0.9701 4.0760 -0.2542 -0.1094 -0.2756
C 5.6383 3.4202 5.6542 0.2698 -0.0125 0.2937
H -6.2682 -1.5971 -1.3845 0.0307 -0.0188 -0.0385
H 0.1347 1.0292 1.6135 -0.5696 -0.3250 -0.2216
C -0.8380 3.7893 -0.2519 -0.1754 -0.1654 -0.6438
H -0.7451 -3.7675 -2.8011 0.1094 -0.1408 0.0812
O -1.9908 -7.8025 -2.5406 0.0336 -0.0098 0.0438
C -0.9288 0.6142 -4.6178 -0.1933 0.2298 0.0747
H -2.2703 -1.0059 -5.1722 0.0923 -0.1467 -0.1053
H 1.7235 -2.5764 1.6214 -0.3319 0.4796 0.0009
O -0.5666 5.5860 1.1439 0.0168 -0.4234 -0.0583
C -2.7614 -4.5456 -3.0754 -0.2106 0.2639 -0.1340
H 6.7039 3.2064 5.6828 0.0066 0.1426 -0.1673
H -3.6831 2.4845 1.5857 -0.5211 0.2486 -0.2536
O -5.9951 -0.6741 -3.2060 0.3593 -0.1418 0.0215
H 5.3505 3.9127 6.5846 -0.0490 0.0004 -0.0374
H -1.2229 -1.3766 -3.7865 0.0214 0.0294 0.0038
O -0.2652 -1.3441 -5.6094 0.1283 0.2896 0.1626
C -1.2688 -4.5791 -3.3053 0.1394 0.1955 -0.1524
C 0.8072 -0.5120 -5.5082 0.1305 -0.0819 -0.1273
H -6.0157 0.1560 -1.2950 -0.0820 0.0630 -0.2095
N -0.4971 -0.8880 0.8982 -0.5915 -0.2803 0.0064
H -1.0138 5.8663 -0.8762 -0.0658 0.0933 0.2017
N -1.3894 -2.8367 0.9879 -1.4942 -0.8882 -0.3362
C 1.8455 -3.3829 4.1618 -1.2027 0.6482 -0.3781
H -3.6644 -0.0403 -1.7855 -0.1292 0.0179 -0.1896
H -0.3058 3.1950 -0.9931 0.1002 -0.1032 0.1768
H 1.6850 -4.4613 4.0821 0.4261 0.0917 0.1466
O -0.8977 -5.8415 -2.7538 -0.2134 0.0584 0.0474
O 3.4856 4.5336 3.2798 -0.0670 -0.0428 0.0072
C -4.2213 -0.9756 -1.7887 -0.0180 -0.1619 0.4285
H 4.4629 1.6926 6.2626 -0.1917 0.0605 -0.0694
H 5.3462 0.8236 -1.5706 -0.3392 -0.1338 -0.1231
C -5.0084 -1.3270 -3.8671 -0.2581 0.0355 -0.2113
H -1.1911 1.0309 -3.6463 0.1980 0.0370 0.0197
O 3.6976 2.7441 4.6350 0.1384 0.1416 -0.0931
O -0.4475 4.4028 3.0594 -0.0781 -0.1811 0.0395
N -2.3188 -2.0923 0.3846 2.5627 1.0720 0.8344
C -5.7152 -0.7560 -1.8068 -0.2093 0.0131 0.2174
O -5.0203 -1.5869 -5.0223 0.1481 -0.0165 -0.0312
H 2.7272 -3.0291 3.6209 0.0619 -0.3200 0.2113
O -0.5301 3.3487 1.0707 -0.0226 -0.0234 0.0603
C 2.5920 2.0433 0.7877 -0.6975 0.3516 0.6858

---

No. 3
82
Properties=species:S:1:pos:R:3:forces:R:3 method="wB97M-V/def2-TZVPD" lumo_ev=-1.17 max_force_ev_per_a=4.6 relative_energy_kj_mol=46.4 molar_mass_g_mol=882.69
C 2.4023 3.4802 4.0401 -0.4089 1.3348 -1.5057
H 1.0431 0.2776 5.9452 0.0655 -0.3236 -0.9797
C -0.6362 2.0859 6.3539 1.2663 0.8013 0.7761
H 1.4995 3.1078 1.2778 0.0684 -0.3977 0.0092
C -0.9134 -3.3251 -3.5447 1.3251 0.0849 0.6876
Pb -2.9770 1.5373 2.7580 0.6132 0.6254 -0.6552
C -1.8862 0.0949 -3.1867 -0.4449 1.0490 1.3231
H -2.5388 2.2792 -4.7399 0.4253 0.1941 0.0004
H 0.1916 -3.3299 -5.4086 -0.1450 -0.1115 -0.1511
N 1.1331 3.0862 3.3449 1.1997 0.7789 0.3779
N -1.0569 1.0730 1.2225 -1.7786 -0.6921 1.8230
H 3.1868 2.7561 3.8523 0.0031 -0.2922 0.4491
C -3.2755 -0.7043 -0.9014 1.4006 0.0632 0.0018
F 2.2198 -2.1115 3.1797 0.5236 -0.8127 0.1063
C 0.8896 3.6017 2.0247 1.6834 0.4676 -0.5423
O -3.2533 3.5810 1.8559 0.0785 -0.0255 -0.1689
N -0.7332 -1.8935 -3.3390 0.6711 -0.3411 -0.1389
C -2.3852 -1.5542 -1.5010 -1.5708 0.5989 -0.5173
H -1.1869 0.3793 -3.9492 -0.2221 0.1467 -0.5324
C -3.4228 3.9711 0.6289 -0.4886 0.3274 -0.6803
C -3.3204 2.9280 -0.4478 0.4171 -1.8653 1.2125
C 0.8254 -6.0044 0.4894 -0.9416 -1.5784 0.5443
C 1.6564 -2.1167 -3.9529 -0.6410 0.2605 1.3256
C -2.5557 1.0693 -2.4169 -0.5698 -2.3861 0.2221
O -1.0685 2.7219 3.6507 -1.2485 0.0594 -0.1484
H 1.6602 -3.7875 -1.7972 -0.6655 -0.7623 -0.6036
C 0.6312 -1.4085 -3.0266 0.0441 -0.5011 -0.6658
H -1.0874 1.1331 6.2191 -0.8875 -0.9236 0.2053
C -2.7694 3.1963 -1.6538 -0.9436 0.3658 0.3352
H -3.7155 -1.0531 0.0192 -0.3651 0.2879 0.0571
H 0.0340 -5.6037 -1.4468 -0.5891 -0.0783 -0.3852
C -3.2565 0.6663 -1.2672 -0.1714 -1.3058 1.2664
C 1.4705 1.1221 5.3810 -0.9795 0.6917 1.5660
N 1.8130 -5.8064 1.3931 0.0593 1.0028 -0.1388
H -2.9064 3.8451 -4.0320 -0.3653 0.1060 -0.1830
H 1.8423 0.9831 4.3881 -0.1584 -0.7887 -0.3501
C 0.2270 -3.8557 -4.4495 -1.6870 -1.2992 -0.3350
H -0.5951 4.3000 -3.2587 -0.3445 -0.3443 -0.0185
H -0.0354 2.7488 -3.8964 -0.6572 0.1904 0.3740
C -3.6808 1.5701 -0.1870 -0.5464 0.3247 -1.7107
H -0.4751 3.9576 -4.9248 -0.2448 0.9650 -1.9913
C 0.0934 2.6750 4.0254 0.9407 -1.3009 4.3381
B 2.9782 -0.9932 2.7839 -1.4798 -0.3398 -0.3201
H 2.9039 -2.0302 -0.7111 0.1973 -0.9349 0.3277
C -1.7404 -1.1634 -2.6685 1.1537 -0.1061 -1.1170
O -4.3456 1.1555 0.8004 0.6119 -0.1166 0.1224
H -0.1241 3.5279 1.7337 -0.9266 -0.0479 -0.0059
C 2.4955 -3.9461 -0.0016 0.1901 0.8180 0.2219
H 0.8445 -1.5876 -1.9548 0.2058 0.1287 -0.2095
H 0.0066 -4.9609 -4.6725 0.7525 1.4320 0.5705
H -1.3325 2.8978 6.2015 -0.3263 0.0186 -0.2800
C -0.4239 1.4175 0.3239 1.2723 0.7819 -1.9148
H 3.6519 -2.4682 0.7641 -0.1106 0.0432 -0.6252
F -2.2510 -2.7996 -1.0403 0.2989 -0.6449 0.2559
O -3.6825 5.0972 0.2285 0.2794 0.0734 0.7800
N 1.5151 -3.5594 -3.8078 -2.7898 1.0142 0.9390
F 4.0205 -1.4044 1.8871 0.1763 -0.1108 -0.0598
C -2.2410 2.9963 -3.9678 0.8590 0.2229 -0.0516
H -0.3196 2.2076 7.4492 0.0599 -0.3586 -1.5854
H 2.6517 -1.8737 -3.6780 0.9683 0.5689 0.4429
H 1.5098 -1.7734 -4.9644 -0.1892 0.0601 -0.5988
H -1.9284 -3.4498 -3.8881 -0.1424 -0.3450 -0.5942
N 1.6460 -4.3747 -0.9510 0.1529 0.7210 1.0972
H 1.2234 4.6305 1.9902 -0.1979 0.5251 0.0787
C 2.5732 -4.7737 1.1852 0.9795 -0.2662 0.6417
H 2.3059 1.3948 5.9964 0.7334 0.3817 0.3092
F 3.5340 -0.3542 3.8378 0.7529 0.4787 0.8937
H -2.6504 4.2175 -1.8252 0.4553 1.6114 -0.5739
N -2.5316 2.3703 -2.6767 0.1504 2.1503 -0.0311
C 0.7065 -5.3622 -0.6640 1.7571 1.5514 -1.1878
S 0.4588 1.9942 -0.9424 -0.2301 -0.4200 0.1677
H 3.3477 -4.5885 1.9505 -0.4340 0.2457 -0.6126
H -0.8314 -3.9174 -2.6156 -0.0914 0.2012 0.0131
N 0.4629 2.2027 5.3970 -0.7016 0.9582 -2.1550
H 2.2323 3.7721 5.0836 0.0095 -0.7042 -0.3198
N 3.2499 -2.8219 -0.1420 -0.9507 -0.6770 0.4303
H 0.0997 -6.7826 0.6863 0.1404 -0.0808 0.2437
H 2.2145 -4.0206 -4.2730 2.1345 -1.3091 -1.3708
F 2.0419 -0.1888 2.1332 0.3127 0.6407 -0.6093
H 2.7480 4.4171 3.5369 -0.3063 -0.6397 0.2084
H 0.6943 -0.3220 -3.2175 -0.1167 -0.5109 0.3394
C -0.8020 3.5439 -4.0288 0.6689 -1.6109 1.5410